DFT (the ωB97M-V functional and the def2-TZVPD basis) results for an isolated molecule of C5H8OS.

Each line ends with the natural charge from an NBO analysis.
Geometry (Å):
O1 1.9428 -0.1240 -0.9289  -0.70
C1 0.7222 -0.1327 -0.2375  0.23
C2 -0.0568 1.1830 -0.2229  -0.43
C3 -1.5149 0.8614 0.1142  -0.53
S1 -1.8956 -0.7639 -0.6110  0.21
C4 -0.1893 -1.2980 -0.4640  -0.38
C5 0.5185 -1.1363 0.8672  -0.46
H1 2.6338 0.2546 -0.3413  0.47
H2 0.3566 1.8835 0.4822  0.21
H3 0.0152 1.5788 -1.2275  0.22
H4 -1.7044 0.8309 1.2202  0.21
H5 -2.2089 1.5911 -0.3110  0.23
H6 0.1230 -2.0896 -1.1288  0.25
H7 1.3300 -1.8121 1.0525  0.23
H8 -0.0722 -0.8269 1.7366  0.22

Output
HOMO level = -0.306 hartree
E_LUMO = 0.84 eV
SMILES string = O[C@@]12CCS[C@@H]1C2
Electronic energy = -668.7109 a.u.
Relative energy (zero: lowest compared OMol25 entry of this formula, charge and spin) = 72.5 kJ/mol


DFT (the ωB97M-V functional and the def2-TZVPD basis) results for C5H8OS as an isolated structure.

Each line ends with the natural charge from an NBO analysis.
Geometry (Å):
C1 1.9250 -1.3700 -0.2490  -0.64
C2 1.0282 -0.4831 0.5033  -0.06
C3 -1.0268 0.7058 -0.0944  0.19
C4 -0.8357 2.0611 -0.1594  -0.39
C5 -2.3858 0.0799 0.1380  -0.31
H1 2.7631 -1.5467 0.5408  0.21
H2 2.3904 -1.0023 -1.1489  0.23
H3 1.2964 -2.2580 -0.5806  0.23
H4 0.4870 -0.9446 1.3411  0.19
H5 1.4693 0.5243 0.7682  0.18
H6 0.2134 2.3614 -0.9343  0.23
H7 -1.6064 2.8716 0.0232  0.22
H8 -3.1398 0.5663 0.6053  0.20
O1 0.0453 -0.0637 -0.5788  -0.56
S1 -2.6235 -1.5020 -0.1744  0.06

Output
HOMO level = -0.321 hartree
E_LUMO = -0.77 eV
Electronic energy = -668.6136 a.u.
Relative energy (zero: lowest compared OMol25 entry of this formula, charge and spin) = 328.0 kJ/mol


DFT (the ωB97M-V functional and the def2-TZVPD basis) results for a 2-piece molecular cluster, C5H8OS overall.

Each line ends with the natural charge from an NBO analysis.
Geometry (Å):
C1 1.2785 1.6139 -0.9018  -0.59
C2 0.6306 0.3528 -0.3337  -0.32
C3 0.4962 -0.9202 -1.2289  -0.58
C4 0.5068 0.0755 0.9201  0.70
O1 0.3948 -0.1850 2.0503  -0.49
H1 2.3486 1.5058 -0.7641  0.21
H2 0.9372 2.4277 -0.3945  0.22
H3 0.9805 1.8068 -1.9790  0.22
H4 0.0307 -1.7554 -0.7203  0.21
H5 1.4622 -1.1096 -1.6129  0.21
H6 -0.2459 -0.6782 -2.1111  0.21
C5 -2.1686 -0.9273 1.8792  -0.45
S1 -2.6546 0.3913 1.0946  0.04
H7 -1.4190 -1.5997 1.3080  0.20
H8 -2.5781 -0.9984 2.7941  0.19

Output
HOMO level = -0.302 hartree
E_LUMO = -0.06 eV
SMILES string = CC(C)=C=O.C=S
Electronic energy = -668.6294 a.u.
Relative energy (zero: lowest compared OMol25 entry of this formula, charge and spin) = 286.6 kJ/mol


DFT (the ωB97M-V functional and the def2-TZVPD basis) results for an isolated molecule of C5H8OS.

Each line ends with the natural charge from an NBO analysis.
Geometry (Å):
C1 -0.5312 -0.6182 -1.6104  -0.62
C2 -1.2530 -1.1933 -0.3983  -0.45
C3 -0.9267 -0.4933 0.8454  -0.27
C4 0.1180 0.3113 1.0297  0.11
O1 1.3824 0.5105 0.2013  -0.53
C5 2.1827 1.4650 0.9058  -0.10
S1 3.2605 2.1340 0.1423  0.15
H1 0.3961 -1.1847 -1.3788  0.23
H2 -0.3951 0.4868 -1.4158  0.22
H3 -1.0682 -0.7225 -2.7181  0.22
H4 -2.3318 -0.9774 -0.5469  0.21
H5 -1.2435 -2.4399 -0.4061  0.22
H6 -1.7927 -0.1661 1.6009  0.24
H7 0.3712 1.1180 1.8215  0.18
H8 1.8312 1.7696 1.9274  0.18

Output
HOMO level = -0.337 hartree
E_LUMO = 0.32 eV
SMILES string = CC/C=C\OC=S
Electronic energy = -668.5820 a.u.
Relative energy (zero: lowest compared OMol25 entry of this formula, charge and spin) = 410.9 kJ/mol


DFT (the ωB97M-V functional and the def2-TZVPD basis) results for an isolated molecule of C5H8OSe.

Each line ends with the natural charge from an NBO analysis.
Geometry (Å):
C1 -0.4992 2.1089 -0.2182  0.29
C2 0.8736 -0.7490 0.4128  -0.41
C3 -0.3847 -0.1425 0.9748  -0.48
C4 0.5295 -1.5435 -0.8125  -0.62
C5 -0.9684 0.8339 0.1675  -0.13
O1 -1.1564 3.0815 -0.5651  -0.52
Se1 0.3045 -0.4283 -2.3715  0.22
H1 0.5828 2.3248 -0.1996  0.10
H2 1.4394 0.1631 0.3313  0.21
H3 1.5759 -1.4103 1.0713  0.22
H4 -1.0824 -1.0265 1.1202  0.20
H5 -0.2465 0.3198 1.9215  0.24
H6 1.3929 -2.1630 -1.0989  0.24
H7 -0.3741 -2.0992 -0.6342  0.23
H8 -1.9868 0.7303 -0.0995  0.20

Output
HOMO level (alpha / beta) = -0.298 / -0.324 hartree
Spin multiplicity = 3
<S²> = 2.0154
E_LUMO (alpha / beta) = 0.67 / -2.20 eV
Electronic energy = -2671.8470 a.u.
Relative energy (zero: lowest compared OMol25 entry of this formula, charge and spin) = 5.8 kJ/mol


DFT (the ωB97M-V functional and the def2-TZVPD basis) results for an isolated molecule of C5H8P2.

Each line ends with the natural charge from an NBO analysis.
Geometry (Å):
C1 1.0247 -0.1313 1.8120  -0.85
P1 1.0569 -0.3908 -0.0799  0.81
C2 0.0373 -1.7663 -0.2878  -0.55
C3 -1.1907 -1.4073 -0.8866  -0.22
C4 -1.2948 -0.0736 -1.1244  -0.24
C5 -0.3061 0.7440 -0.6426  -0.58
P2 -0.1281 2.5375 -0.7740  0.35
H1 1.6863 -0.8425 2.2094  0.23
H2 -0.0390 -0.2135 2.2196  0.23
H3 1.3141 0.8680 1.9314  0.22
H4 0.5640 -2.6588 -0.1405  0.23
H5 -2.0011 -2.0850 -1.2197  0.22
H6 -2.3762 0.3212 -1.2911  0.22
H7 0.7488 2.6289 -1.8187  -0.02
H8 0.9039 2.4694 0.0929  -0.05

Output
HOMO level = -0.310 hartree
E_LUMO = -0.09 eV
SMILES string = CP1=CC=CC=1P
Electronic energy = -877.9299 a.u.
Relative energy (zero: lowest compared OMol25 entry of this formula, charge and spin) = 85.1 kJ/mol


DFT (the ωB97M-V functional and the def2-TZVPD basis) results for C5H8S as an isolated structure.

Each line ends with the natural charge from an NBO analysis.
Geometry (Å):
C1 -1.8570 0.5654 0.2164  -0.14
C2 -0.8234 1.4148 0.1473  -0.42
C3 0.0301 -0.9343 0.1251  -0.68
C4 2.8221 -0.3916 0.0737  -0.48
C5 -1.3769 -0.8557 -0.1523  -0.46
S1 0.7427 0.5206 -0.1076  0.79
H1 -2.8326 0.8776 0.4180  0.22
H2 -0.8723 2.5566 0.2536  0.24
H3 0.5470 -1.8119 0.2857  0.25
H4 3.5933 0.4189 -0.1958  0.14
H5 2.9557 -0.7547 1.1144  0.14
H6 -1.9598 -1.5948 0.4898  0.22
H7 -1.6430 -1.0140 -1.2139  0.21
H8 0.6740 1.0032 -1.4544  -0.01

Output
HOMO level (alpha / beta) = -0.263 / -0.262 hartree
E_LUMO (alpha / beta) = -0.22 / -0.62 eV
Electronic energy = -593.1986 a.u.
Relative energy (zero: lowest compared OMol25 entry of this formula, charge and spin) = 760.5 kJ/mol


DFT (the ωB97M-V functional and the def2-TZVPD basis) results for a 2-piece molecular cluster, C5H8S overall.

Each line ends with the natural charge from an NBO analysis.
Geometry (Å):
C1 -1.9914 0.5814 -0.3775  -0.78
C2 0.1123 -0.9170 -0.2074  -0.24
C3 -0.7459 1.3523 0.0711  -0.43
C4 0.5520 0.4681 -0.2191  -0.48
C5 0.8317 -1.9898 -0.1785  -0.25
S1 -1.6751 -0.9777 0.1252  0.68
H1 -1.9671 0.5838 -1.4610  0.19
H2 -0.6684 2.4204 -0.2354  0.23
H3 -0.8144 1.4666 1.1716  0.19
H4 1.2924 0.6013 0.6497  0.23
H5 1.0858 0.6450 -1.2110  0.24
H6 2.3428 -1.7173 -0.3142  0.13
H7 0.5849 -2.9484 -0.1063  0.19
H8 -1.5421 -0.5663 1.4514  0.11

Output
HOMO level = -0.272 hartree
E_LUMO = 0.42 eV
Electronic energy = -593.2848 a.u.
Relative energy (zero: lowest compared OMol25 entry of this formula, charge and spin) = 534.0 kJ/mol


DFT (the ωB97M-V functional and the def2-TZVPD basis) results for an isolated molecule of C5H8S.

Each line ends with the natural charge from an NBO analysis.
Geometry (Å):
C1 -0.1187 -0.5125 2.1634  -0.66
C2 -0.1561 -0.0358 0.7443  0.08
C3 -1.1421 0.4264 -0.0064  -0.23
C4 -0.1549 0.4655 -1.2786  -0.38
S1 -0.4216 -0.4715 -2.7128  -0.01
C5 0.8923 -0.1679 -0.3057  -0.45
H1 -0.1406 -1.5848 2.1102  0.23
H2 -1.0834 -0.1059 2.6668  0.23
H3 0.8472 -0.1012 2.3565  0.23
H4 -2.0106 1.0145 0.1563  0.21
H5 0.1709 1.4612 -1.7154  0.22
H6 0.4347 0.1940 -3.5435  0.12
H7 1.6822 0.5893 -0.2031  0.21
H8 1.2007 -1.1712 -0.4320  0.22

Output
HOMO level = -0.317 hartree
E_LUMO = 0.91 eV
SMILES string = CC1=C[C@H](S)C1
Electronic energy = -593.4054 a.u.
Relative energy (zero: lowest compared OMol25 entry of this formula, charge and spin) = 217.6 kJ/mol


DFT (the ωB97M-V functional and the def2-TZVPD basis) results for a 2-piece molecular cluster, C5H8S overall.

Each line ends with the natural charge from an NBO analysis.
Geometry (Å):
C1 -0.9098 1.0278 -0.1988  0.00
C2 -1.8429 0.3094 -0.3938  -0.23
C3 0.0748 2.0228 0.1928  -0.68
C4 0.9430 -1.8057 -0.0441  -0.32
C5 1.9349 -1.0270 0.3694  -0.32
S1 -2.7915 -0.9416 -1.1908  0.06
H1 0.1280 2.7654 -0.5348  0.23
H2 1.0027 1.5811 0.2650  0.23
H3 -0.3303 2.4454 1.1304  0.24
H4 0.0189 -1.8599 0.5855  0.17
H5 1.0593 -2.4841 -0.8322  0.16
H6 -3.8280 -0.7297 -0.3952  0.13
H7 2.8914 -0.9182 -0.1395  0.17
H8 1.6493 -0.3857 1.1860  0.15

Output
HOMO level (alpha / beta) = -0.199 / -0.323 hartree
Spin multiplicity = 3
<S²> = 2.0054
E_LUMO (alpha / beta) = 0.78 / -2.14 eV
Electronic energy = -593.2096 a.u.
Relative energy (zero: lowest compared OMol25 entry of this formula, charge and spin) = 487.8 kJ/mol


DFT (the ωB97M-V functional and the def2-TZVPD basis) results for an isolated molecule of C5H8S2.

Each line ends with the natural charge from an NBO analysis.
Geometry (Å):
S1 -1.6707 -0.7605 -1.1522  0.03
C1 -0.7689 0.1986 -0.0406  -0.27
C2 0.0205 -0.6762 0.9734  -0.42
C3 1.3394 -0.9857 0.0658  -0.53
S2 1.4589 0.2528 -1.4079  0.21
C4 0.2791 1.1759 -0.4326  -0.40
C5 -1.1235 1.6708 -0.1785  -0.36
H1 -0.5422 -1.7740 -1.4316  0.14
H2 -0.6228 -1.6496 1.1494  0.24
H3 0.3033 -0.0724 1.9104  0.23
H4 1.3515 -1.9414 -0.4951  0.22
H5 2.2227 -1.0251 0.7965  0.23
H6 0.9240 1.4642 0.4701  0.22
H7 -1.8976 1.8268 -0.9593  0.24
H8 -1.2736 2.2958 0.7324  0.23

Output
HOMO level = -0.316 hartree
E_LUMO = 0.69 eV
SMILES string = S[C@@]12CCS[C@H]1C2
Electronic energy = -991.5424 a.u.
Relative energy (zero: lowest compared OMol25 entry of this formula, charge and spin) = 377.7 kJ/mol


DFT (the ωB97M-V functional and the def2-TZVPD basis) results for a 2-piece molecular cluster, C5H8S2 overall.

Each line ends with the natural charge from an NBO analysis.
Geometry (Å):
C1 -0.9887 0.1712 0.0676  -0.28
C2 0.1109 -0.5729 0.9725  -0.41
C3 1.3168 -0.9118 -0.1493  -0.58
C4 0.0698 1.1700 -0.5590  -0.43
C5 -1.2559 1.5944 -0.2960  -0.40
H1 -0.4575 -2.5630 -0.6258  0.07
H2 -0.0033 -1.5817 1.4377  0.23
H3 0.9040 0.1260 1.6725  0.23
H4 1.4766 -1.9209 -0.2676  0.21
H5 2.2230 -0.3698 0.3587  0.21
H6 0.8558 1.8157 0.0711  0.23
H7 -2.1989 1.5621 -0.8039  0.25
H8 -1.1691 2.2468 0.6802  0.25
S1 -1.8792 -0.8748 -0.9943  0.14
S2 0.9955 0.1085 -1.5643  0.28

Output
HOMO level = -0.300 hartree
E_LUMO = -1.74 eV
Electronic energy = -991.3744 a.u.
Relative energy (zero: lowest compared OMol25 entry of this formula, charge and spin) = 818.8 kJ/mol